Record 1
16
Properties=species:S:1:pos:R:3:forces:R:3 method="wB97M-V/def2-TZVPD" charge=+1 homo_ev=-15.09 orbital_gap_ev=12.0
O -1.669 1.213 0.106 -0.234 -0.344 0.497
H -0.379 0.124 0.768 0.546 -0.470 -0.278
C -1.961 1.470 1.512 -0.142 -0.186 -0.366
H -2.422 0.716 -0.242 0.003 0.181 -0.048
H -2.185 0.541 2.046 0.053 0.010 -0.094
N 0.484 -0.261 -1.579 0.165 0.050 -0.046
H -1.061 1.911 1.932 -0.152 0.251 0.043
C 1.027 -0.694 -0.453 0.043 -0.896 -0.784
H -0.278 0.396 -1.592 -0.101 0.067 0.177
H 2.278 -1.989 -1.363 0.208 0.222 -0.437
H -2.827 2.119 1.593 0.156 0.235 0.110
N 2.188 -1.425 -0.533 -1.114 -0.242 0.976
H 2.243 -2.056 0.264 0.450 0.188 -0.057
N 0.426 -0.525 0.709 0.322 0.557 0.338
H 0.854 -0.586 -2.455 0.062 0.230 -0.102
H 0.958 -0.769 1.532 -0.264 0.146 0.072

=====

Record 2
16
Properties=species:S:1:pos:R:3:forces:R:3 method="wB97M-V/def2-TZVPD" charge=+1 homo_ev=-14.51 orbital_gap_ev=11.5
H -1.502 1.052 -2.174 0.049 -0.468 0.584
H -2.212 -0.146 -1.176 0.007 -0.320 0.249
N 0.751 1.370 -0.970 -3.497 -1.068 -0.464
H 2.248 -1.899 0.011 0.051 -0.068 -0.057
H -1.070 -0.218 2.352 0.282 0.038 -0.306
C -0.349 0.533 -0.593 3.819 0.473 -0.103
H -2.063 -0.216 0.909 0.009 -0.292 0.639
H 3.269 -0.847 0.457 0.034 -0.093 -0.111
C -1.164 -0.672 1.359 -1.624 1.082 -0.197
N -1.406 0.412 -1.380 0.010 1.376 -0.659
O 2.378 -0.949 0.100 0.531 0.054 0.273
H 0.370 2.153 -1.501 0.943 0.021 0.162
H 0.863 -0.209 0.849 -0.622 0.001 -0.670
N -0.093 -0.222 0.460 -0.735 -0.617 1.445
H 1.415 1.572 -0.237 -0.178 0.154 -0.121
H -1.434 -1.714 1.536 0.922 -0.273 -0.663

=====

Record 3
16
Properties=species:S:1:pos:R:3:forces:R:3 method="wB97M-V/def2-TZVPD" charge=+2 homo_ev="-16.87 / -16.87" orbital_gap_ev="8.4 / 8.4"
H -0.975 0.134 0.672 0.036 -0.046 -0.129
H 0.393 -2.032 -0.845 -0.144 0.032 0.226
H 0.210 -2.740 1.471 -0.303 0.058 -0.108
N 0.770 3.452 -0.861 -0.153 0.167 0.188
H 0.888 3.428 -1.878 -0.105 0.027 0.201
N -0.181 -0.313 0.209 -0.624 -0.963 0.282
H -0.891 -3.568 0.538 0.063 0.250 0.115
H -1.420 -2.344 1.526 0.286 -0.129 -0.152
N -0.058 2.669 -0.360 0.328 -0.295 -0.383
H 1.357 4.111 -0.333 -0.138 -0.239 0.012
C 0.833 0.424 -0.044 0.234 1.671 0.259
N -0.647 -2.631 0.903 -0.002 -0.311 0.403
H -0.155 2.775 0.658 0.408 0.217 -0.100
H 1.675 -0.011 -0.575 -0.038 -0.542 -0.141
H -1.355 -1.674 -0.846 0.148 -0.199 0.221
C -0.445 -1.681 -0.234 0.002 0.301 -0.895

=====

Record 4
17
Properties=species:S:1:pos:R:3:forces:R:3 method="wB97M-V/def2-TZVPD" smiles=NCCNN(N)O homo_ev=-8.99 orbital_gap_ev=10.0
N -0.113 0.752 0.295 1.107 -0.188 -0.042
O 0.300 1.852 2.315 0.016 -0.189 -0.205
H -0.306 -1.293 0.268 0.071 -0.037 -0.090
H -1.719 1.409 0.537 -1.758 -0.795 3.127
C 0.421 -0.553 -0.078 0.033 0.035 -0.149
H 1.375 -0.763 0.422 -0.046 -0.050 -0.038
H 0.115 -2.625 -1.853 0.076 0.031 -0.013
H -0.344 -0.304 -2.074 0.082 0.072 0.016
H -0.221 2.664 2.183 -0.192 -0.212 -0.034
H 1.390 0.007 -1.930 -0.101 0.061 -0.024
C 0.579 -0.650 -1.603 -0.113 0.038 0.328
H 0.533 1.502 0.055 0.188 -0.130 0.437
H -2.364 0.369 1.867 -0.025 0.046 -0.253
N -1.791 1.178 1.654 0.135 1.460 -2.393
H 1.717 -2.348 -1.685 -0.069 -0.009 -0.048
N 0.864 -1.985 -2.097 0.108 -0.199 0.028
N -0.438 0.789 1.725 0.488 0.068 -0.649

=====

Record 5
17
Properties=species:S:1:pos:R:3:forces:R:3 method="wB97M-V/def2-TZVPD" homo_ev=-8.92 orbital_gap_ev=9.9
H -0.221 0.847 1.595 -0.118 0.203 -0.085
H -0.784 2.310 1.076 -0.097 -0.187 -0.052
H -2.709 -1.032 -1.837 -0.121 0.117 -0.040
N -0.675 0.948 -0.349 1.542 2.352 -0.790
H 2.759 -1.310 0.416 0.145 0.041 0.066
C 2.056 -0.474 0.325 -1.832 -1.736 0.012
H 2.504 0.245 -0.371 -0.393 -0.057 -0.218
O 1.835 0.140 1.603 0.158 0.121 0.124
H 0.949 -1.024 0.053 3.172 1.824 0.321
N -0.645 -1.352 -0.268 -1.021 0.323 -0.043
C -1.184 -0.272 -0.713 -0.409 -2.232 -0.451
H 0.316 1.041 -0.686 -1.229 -0.226 0.835
H -2.688 0.687 -1.660 0.026 -0.148 -0.079
N -0.916 1.306 1.001 0.363 -0.322 0.314
H 2.682 0.346 2.015 -0.133 -0.020 -0.086
H -1.088 -2.217 -0.553 -0.187 0.000 -0.243
N -2.190 -0.190 -1.650 0.134 -0.050 0.416

=====

Record 6
17
Properties=species:S:1:pos:R:3:forces:R:3 method="wB97M-V/def2-TZVPD" smiles="[H]/N=C(/C)O.NNN" homo_ev=-8.78 orbital_gap_ev=9.2
N 1.583 -0.482 0.033 -0.880 0.051 0.447
C 0.667 -0.436 0.939 2.753 -1.777 0.779
O 0.821 0.179 2.159 -0.575 0.317 -0.392
H 1.539 0.826 2.137 -0.052 -0.099 -0.140
H -2.651 0.698 -1.062 0.141 -0.062 0.018
N -0.767 1.301 -0.904 0.498 -1.172 2.642
H -0.460 -2.012 0.053 -0.002 -0.008 0.041
N -1.768 0.539 -1.531 -0.468 -0.297 -0.258
H 0.827 2.201 -1.579 -0.028 -0.030 -0.058
N 0.354 1.316 -1.722 1.484 -0.712 0.082
H -1.554 -0.458 -1.577 -0.051 0.177 0.114
C -0.327 -1.562 1.033 -0.702 0.724 -0.287
H -0.453 0.776 0.049 -1.110 1.535 -2.325
H -1.278 -1.188 1.411 -0.095 -0.138 -0.007
H 0.040 -2.315 1.731 0.150 0.141 -0.018
H 2.408 0.080 0.236 -0.145 0.225 0.098
H 1.018 0.537 -1.409 -0.919 1.125 -0.736

=====

Record 7
17
Properties=species:S:1:pos:R:3:forces:R:3 method="wB97M-V/def2-TZVPD" homo_ev=-7.81 orbital_gap_ev=8.5
H -0.892 -1.655 1.321 0.024 0.065 -0.122
H 1.854 -2.304 0.460 0.070 -0.001 0.049
H 2.229 -0.734 0.726 -0.002 -0.186 0.113
H -0.063 2.248 0.970 -0.208 0.227 -0.516
N -1.767 1.678 -0.044 -0.553 -0.071 -0.315
C 0.628 1.391 -0.842 -0.166 2.862 1.569
H 0.562 -1.178 -1.139 -0.146 0.428 -0.130
H -1.927 1.509 -1.041 0.287 0.330 0.266
H 0.122 1.174 -1.796 0.276 -0.499 0.111
N 1.472 -1.414 0.768 0.864 -0.004 0.010
C 0.393 -0.968 -0.078 -1.611 1.418 2.306
H -0.023 0.222 0.419 2.110 -3.588 -1.846
H -0.886 -2.571 -0.012 -0.136 -0.090 0.092
O 1.783 1.721 -0.681 -1.904 -1.042 -0.290
N -0.389 1.597 0.257 1.386 1.157 -0.854
N -0.863 -1.605 0.305 -0.540 -0.982 -0.350
H -2.231 0.890 0.407 0.248 -0.024 -0.094

=====

Record 8
17
Properties=species:S:1:pos:R:3:forces:R:3 method="wB97M-V/def2-TZVPD" charge=+2 homo_ev="-16.08 / -15.91" orbital_gap_ev="9.7 / 7.7"
N 7.298 0.632 9.776 -0.573 1.267 -2.881
N -7.853 -1.091 -10.603 2.860 -1.412 1.066
H -8.376 -3.017 -10.378 0.261 -0.166 -0.048
S 7.211 1.197 7.212 0.645 1.074 -0.455
H 6.475 -1.533 9.330 0.167 0.440 0.121
H 7.849 0.329 11.593 1.424 -0.516 1.408
C 7.311 1.102 11.141 -2.979 0.566 1.136
N -8.728 -2.100 -10.586 -2.632 0.449 -1.435
H 7.804 2.459 6.969 -0.599 -1.383 0.130
H -7.220 0.752 -11.377 0.215 -0.823 0.558
H 6.238 1.005 11.666 2.061 0.240 -1.660
N 7.466 1.353 8.825 -0.320 -0.869 2.089
H -9.412 -1.989 -11.392 1.116 -0.755 1.600
H 7.633 2.160 11.185 0.189 -0.816 0.130
H -8.784 0.114 -12.012 0.394 -0.839 0.331
C -7.910 -0.100 -11.370 -0.744 2.859 -1.101
H -7.001 -1.272 -9.979 -1.485 0.685 -0.990

=====

Record 9
14
Properties=species:S:1:pos:R:3:forces:R:3 method="wB97M-V/def2-TZVPD" charge=+1 homo_ev=-14.71 orbital_gap_ev=11.1
H -1.774 1.664 2.622 0.663 -0.852 -0.989
H -0.025 1.200 2.493 -0.006 0.222 1.030
C 0.869 -0.783 -2.053 0.507 -4.443 -2.673
H 0.179 -1.561 -2.473 -0.255 1.527 0.270
C -0.955 1.280 1.950 1.013 -0.143 1.007
H -0.052 0.123 -0.628 -1.441 0.904 1.191
H 1.747 -1.383 -2.221 0.892 -0.264 0.661
H -1.915 -0.374 1.405 -0.986 -0.228 0.111
O -1.031 -0.042 1.378 -0.011 0.502 -0.246
H 1.117 0.021 -2.716 -0.894 1.203 0.360
N 0.643 -0.577 -0.647 -1.145 -0.905 -0.628
H 0.383 -1.368 -0.017 -0.070 0.571 -0.923
H -0.643 1.999 1.217 -0.761 0.548 -0.858
H 1.457 -0.199 -0.310 2.495 1.357 1.689

=====

Record 10
14
Properties=species:S:1:pos:R:3:forces:R:3 method="wB97M-V/def2-TZVPD" charge=+1 homo_ev=-14.27 orbital_gap_ev=10.5
C -2.262 0.068 0.532 0.347 -0.119 1.919
H -2.303 1.048 0.110 -0.050 0.137 -1.234
N -1.339 -0.951 -0.070 2.245 -2.295 0.723
H -1.875 0.319 1.554 -0.423 -0.769 -0.717
H -0.306 -0.983 0.289 -2.236 0.332 0.843
H 0.941 1.457 -0.705 0.028 2.629 -1.569
H 3.118 1.083 -0.534 0.703 0.816 0.606
H 2.857 -0.613 -0.764 -1.403 1.294 0.247
H 2.561 -0.095 0.885 0.691 1.288 -1.068
H -3.225 -0.465 0.603 0.308 0.866 -0.064
H -0.903 -0.911 -1.007 -1.855 0.443 -0.626
H -1.859 -1.885 0.122 1.843 1.641 -0.861
C 2.478 0.313 -0.174 1.079 -2.972 0.768
O 1.134 0.677 -0.276 -1.278 -3.290 1.033

=====

Record 11
15
Properties=species:S:1:pos:R:3:forces:R:3 method="wB97M-V/def2-TZVPD" charge=+1 homo_ev=-14.45 orbital_gap_ev=10.5
H -0.358 3.143 1.430 0.200 0.017 0.057
H -1.200 -0.805 -0.048 -0.009 0.355 -0.494
H 1.722 -1.238 0.290 0.172 -0.512 0.422
H 0.539 -2.529 0.644 -0.189 0.276 -0.123
O 0.578 -1.023 1.976 -0.503 -0.372 0.463
H -0.829 -0.723 -2.303 -0.242 0.723 -0.348
H 0.263 -0.129 2.113 -0.015 0.392 -0.304
H -1.562 2.765 0.587 0.827 -0.362 0.218
H 0.097 0.425 0.027 -0.607 -0.314 0.675
O -0.657 2.459 0.822 -0.997 0.287 -0.309
C -0.155 -0.594 -0.294 -1.423 2.188 1.517
N -0.058 -0.276 -1.815 1.766 -2.775 1.011
C 0.705 -1.448 0.671 1.877 -0.113 -2.282
H 0.128 0.715 -1.937 -0.804 0.161 -0.295
H 0.787 -0.743 -2.164 -0.051 0.049 -0.207

=====

Record 12
15
Properties=species:S:1:pos:R:3:forces:R:3 method="wB97M-V/def2-TZVPD" charge=+1 homo_ev=-15.13 orbital_gap_ev=11.9
O -0.310 2.177 1.245 -0.195 -0.559 0.022
H -2.971 -0.520 -0.957 -0.075 -0.021 -0.122
C 2.004 -0.698 -1.015 -0.461 -0.106 0.340
H 0.539 2.636 1.242 -0.431 0.318 0.413
C 1.464 -0.085 0.012 -1.152 0.133 -0.088
H -0.270 0.146 1.155 -0.065 -0.823 -2.492
H -0.166 -1.346 0.256 -0.330 -0.032 -0.020
H -0.866 2.458 1.990 0.594 0.316 -0.255
H -0.572 0.033 -0.594 0.016 -0.229 0.868
N -0.027 -0.343 0.200 1.302 1.856 1.920
H -2.792 -1.975 -0.576 -0.064 -0.216 -0.062
O -2.297 -1.203 -0.863 -0.200 0.166 0.070
H 1.303 -1.193 -1.700 0.829 -0.263 0.127
H 3.072 -0.741 -1.091 0.265 0.192 -0.661
H 1.887 0.653 0.697 -0.031 -0.732 -0.060

=====

Record 13
16
Properties=species:S:1:pos:R:3:forces:R:3 method="wB97M-V/def2-TZVPD" charge=-1 homo_ev=-4.16 orbital_gap_ev=8.3
C 1.955 1.422 -0.535 -0.290 0.662 -0.415
H 1.459 1.928 0.297 -0.167 -0.152 0.225
O -0.339 1.200 2.067 0.086 -0.040 -0.576
H 2.406 2.239 -1.123 -0.143 -0.398 -0.244
H 1.307 -0.669 0.398 0.181 -0.157 -0.691
C 0.580 -0.544 -0.435 -2.024 -0.027 -0.176
H 0.178 0.531 2.524 -0.014 0.038 0.177
H 0.286 1.124 -1.650 -0.415 -0.349 0.223
O -0.681 -0.348 0.122 0.808 0.694 -0.492
H -0.513 0.688 1.152 -0.223 0.019 0.838
H 0.494 -1.421 -1.093 0.500 -0.350 0.287
N 1.047 0.547 -1.319 1.790 0.603 0.869
H -1.929 -2.794 0.261 0.336 -0.131 0.332
H -1.757 -1.320 -0.279 -0.077 -0.783 0.499
H 2.775 0.845 -0.117 0.093 -0.186 -0.091
O -2.363 -2.163 -0.301 -0.442 0.558 -0.766

=====

Record 14
16
Properties=species:S:1:pos:R:3:forces:R:3 method="wB97M-V/def2-TZVPD" charge=-1 homo_ev=-4.02 orbital_gap_ev=8.4
N -0.014 -1.035 -2.487 1.316 -1.133 0.524
H 0.396 -1.547 -0.498 0.442 -0.788 -0.225
O 0.149 2.368 2.034 0.695 0.967 0.371
H -0.495 2.171 2.714 -0.156 -0.354 -0.307
H 0.153 -0.188 -2.985 -0.569 0.598 -0.490
H 1.878 -1.214 -1.517 0.080 -0.085 -0.014
H -0.770 -0.625 1.002 -0.577 -0.356 0.162
C 0.736 0.418 -0.566 0.841 0.254 0.882
H 0.828 1.326 -1.197 0.209 -0.401 -0.590
O -1.153 -1.469 1.532 0.312 0.502 -0.339
H -0.970 -1.154 -2.206 -0.282 0.486 0.010
H 0.001 1.777 1.252 -0.692 -0.688 0.059
C 0.851 -0.942 -1.281 -1.718 0.995 -0.086
H -0.390 -1.769 2.026 0.114 -0.131 0.202
H 1.687 0.426 0.050 -0.405 0.228 0.070
O -0.411 0.554 0.190 0.391 -0.095 -0.230

=====

Record 15
16
Properties=species:S:1:pos:R:3:forces:R:3 method="wB97M-V/def2-TZVPD" s_squared=0.760 spin_multiplicity=2 homo_ev="-10.92 / -10.67" orbital_gap_ev="11.6 / 8.1"
H 1.094 0.987 -2.871 0.491 0.216 -1.162
C 0.304 1.120 -2.181 -1.364 -0.834 1.130
H 0.230 -1.713 0.902 0.208 0.069 0.276
H -1.984 0.402 -0.920 0.337 0.529 0.367
O 0.675 -2.575 0.940 -0.256 0.196 -0.352
H 0.919 1.064 2.506 -0.280 0.042 -0.191
O 0.483 1.833 2.886 0.020 0.252 0.253
N -0.188 -0.246 -1.835 0.501 0.779 1.752
C -1.128 -0.223 -0.619 -1.521 -1.087 -2.036
H -1.537 -1.245 -0.582 0.169 -0.055 0.301
H 0.346 -3.012 0.147 0.097 -0.246 0.106
H -0.584 1.668 -2.494 0.405 0.153 -0.584
H 0.594 -0.756 -1.416 0.283 -0.232 -0.621
O -0.344 0.140 0.364 0.475 0.351 0.550
H 0.704 1.623 -1.314 0.167 0.168 0.291
H -0.308 2.008 2.364 0.268 -0.303 -0.080

=====

The calculation returns the following energy values, one per record and in order: -321.4979, -321.4895, -300.4505, -376.3215, -376.3827, -376.3626, -376.3262, -698.5634, -211.8894, -211.8781, -287.1353, -287.1580, -362.6911, -362.6946, -362.5687 Eh.
The calculation returns the following energy relative to the best compared isomer or geometry (same formula, charge and spin) values, one per record and in order: 17.00, 22.30, 71.59, 112.91, 74.50, 87.11, 109.95, 94.74, 43.30, 50.37, 38.29, 24.07, 10.22, 8.02, 6.01 kcal per mole.